[1]
This record from OMol25 describes a gas-phase ion, H3NOP (charge -1) in a non-equilibrium geometry. The level of theory is wB97M-V/def2-TZVPD.

Geometry (Å):
O1 -2.485 -0.061 0.119
H1 -0.642 -0.615 -1.223
P1 -0.952 0.248 -0.089
N1 0.149 1.505 0.099
H2 -0.569 -0.891 0.644
H3 -0.162 1.936 -0.749

Forces on the atoms, in the same order (eV/Å):
O 1.819 2.303 -0.682
H -0.070 1.257 -0.676
P -0.603 -2.965 1.202
N -2.651 -2.510 0.188
H 1.157 0.428 1.084
H 0.348 1.488 -1.116

## Properties
SMILES string: N=[PH2][O-]
LUMO level: 0.18857 Ha
frontier orbital gap: 8.92 eV
2S+1: 1
energy relative to the best compared isomer or geometry (same formula, charge and spin): 93.1 kJ/mol
electronic energy: -12875.119 eV
net charge: -1



[2]
This record from OMol25 describes a single CH5N molecule in a non-equilibrium geometry. The level of theory is wB97M-V/def2-TZVPD.

Geometry (Å):
H1 -0.070 0.514 1.571
H2 0.117 -0.240 -1.371
H3 1.096 0.903 0.319
N1 0.518 0.044 0.576
H4 -1.253 0.720 -0.936
H5 -1.047 -1.068 -0.336
C1 -0.411 -0.190 -0.547

Forces on the atoms, in the same order (eV/Å):
H 2.061 -2.026 -4.026
H 2.760 -1.013 -4.065
H -0.816 -1.500 0.427
N -1.752 3.723 2.960
H 2.167 -2.090 1.652
H 0.526 0.338 -0.313
C -4.946 2.567 3.365

## Properties
SMILES string: CN
LUMO level: 0.04113 Ha
frontier orbital gap: 10.62 eV
2S+1: 1
energy relative to the best compared isomer or geometry (same formula, charge and spin): 154.5 kJ/mol
electronic energy: -2606.301 eV



[3]
This record from OMol25 describes 5 unconnected molecules or ions with the total composition C20H30O15 in a non-equilibrium geometry. The level of theory is wB97M-V/def2-TZVPD.

Geometry (Å):
H1 -0.679 -1.773 3.979
C1 1.653 3.232 5.157
O1 1.241 -3.135 0.043
H2 2.076 0.472 -7.181
C2 0.642 -2.990 -0.983
H3 0.498 -1.691 -3.503
H4 0.230 5.731 3.677
H5 -2.066 -3.084 6.229
O2 0.963 -0.075 -5.492
H6 -1.043 -3.195 -4.888
O3 -5.930 -2.931 4.670
C3 0.042 1.348 0.906
C4 -2.554 -2.946 4.057
H7 1.041 -0.895 -8.760
H8 -0.031 -4.525 -4.381
C5 -0.676 0.728 -0.263
H9 0.600 -3.201 -5.185
H10 -1.688 -1.480 -2.611
O4 5.023 3.768 4.815
O5 -0.636 -2.478 -1.002
H11 -2.058 -3.534 3.285
H12 -2.009 -4.571 5.334
H13 -1.982 -0.899 3.214
C6 3.862 3.816 4.845
C7 0.936 -1.148 -7.705
C8 0.934 4.996 3.287
O6 2.811 3.433 0.385
O7 -0.019 0.971 -3.820
H14 0.103 1.996 -7.781
H15 -0.897 0.644 -7.740
C9 0.067 0.801 -4.961
H16 1.109 2.509 4.550
O8 -3.917 -3.585 5.791
H17 -0.045 -1.600 -7.556
H18 -1.936 -1.110 4.974
C10 0.095 -2.621 -3.101
H19 1.549 5.438 2.503
C11 -0.105 -3.438 -4.388
H20 -1.088 1.437 -0.981
C12 1.088 0.116 -6.890
O9 1.003 -3.282 -2.207
C13 -1.110 -2.345 -2.285
H21 1.060 3.353 6.064
C14 -2.537 -3.620 5.404
H22 1.558 -2.011 -7.466
H23 -1.383 -0.054 0.011
C15 -0.080 1.104 -7.183
O10 2.965 2.967 5.498
C16 1.746 4.658 4.542
O11 2.182 1.577 1.642
H24 -0.679 1.904 1.506
O12 -3.888 -2.524 3.814
H25 -0.026 0.232 -0.984
O13 0.816 2.327 0.255
O14 3.107 4.803 4.210
O15 -0.697 1.357 -5.929
C17 -4.663 -2.970 4.781
H26 0.358 4.160 2.891
C18 -1.754 -1.599 4.017
H27 0.719 0.472 2.603
C19 1.997 2.520 0.743
H28 -1.765 -3.210 -2.384
H29 1.412 5.454 5.207
C20 1.176 0.577 1.619
H30 1.283 -0.378 1.105

Forces on the atoms, in the same order (eV/Å):
H 0.090 -0.220 -0.019
C -1.465 2.296 0.397
O -0.120 -0.107 -0.829
H 0.022 0.682 0.666
C -1.011 0.539 1.813
H 0.629 0.209 0.738
H -0.339 0.114 -0.774
H 0.526 0.357 -0.423
O 0.374 0.057 -0.178
H -0.388 0.084 0.412
O 5.642 -0.077 1.449
C 0.099 0.212 -1.849
C 2.500 3.162 -0.871
H 0.060 -0.082 -0.004
H -0.266 -0.049 0.922
C -0.318 -1.476 -0.871
H 0.491 0.452 0.364
H 0.460 0.491 0.774
O 1.281 -0.554 0.343
O 0.778 1.181 2.435
H -1.110 -0.505 -0.321
H -0.954 -0.543 0.209
H -0.432 -0.445 -0.138
C -3.289 1.005 -0.523
C -0.969 -0.953 0.208
C -0.593 -0.127 0.591
O -3.375 -4.009 1.872
O -0.716 0.511 3.013
H 0.641 0.325 0.696
H 0.297 -0.578 -0.319
C 0.320 -0.708 -2.530
H 0.715 -0.283 -0.439
O -1.521 -0.056 -1.342
H -0.440 0.349 -0.144
H -0.087 0.323 -0.048
C 0.749 -0.281 -3.019
H -0.005 -0.104 0.134
C -0.020 -0.209 -0.914
H -0.592 0.495 0.785
C -0.420 -0.074 -1.113
O 0.596 0.155 -0.994
C -1.314 -2.374 -1.225
H 0.087 -0.344 0.233
C -0.084 0.752 0.693
H 0.783 0.548 0.126
H -0.308 0.276 0.157
C -1.035 -0.710 -1.044
O 2.144 -0.587 -0.303
C -0.713 -0.007 -1.443
O 2.294 -1.728 1.783
H 0.107 -0.319 0.636
O 0.324 -0.870 -0.224
H 0.807 -0.250 0.497
O -1.085 2.548 -2.196
O 1.358 -1.042 0.992
O 1.030 0.543 0.666
C -5.308 -1.367 -0.058
H 0.115 -0.108 -0.110
C 0.450 -0.504 1.054
H 1.048 -0.599 0.421
C 3.339 3.628 -1.740
H -0.584 -0.007 -0.432
H 0.730 -0.308 0.836
C -3.234 1.120 0.412
H 1.209 0.151 0.109

## Properties
SMILES string: C[C@H]1COC(=O)O1.C[C@H]1COC(=O)O1.C[C@H]1COC(=O)O1.C[C@H]1COC(=O)O1.C[C@H]1COC(=O)O1
LUMO level: 0.00886 Ha
frontier orbital gap: 10.69 eV
2S+1: 1
energy relative to the best compared isomer or geometry (same formula, charge and spin): 381.6 kJ/mol
electronic energy: -51936.794 eV



[4]
This record from OMol25 describes a single C3H6N2O molecule. The level of theory is wB97M-V/def2-TZVPD.

Geometry (Å):
O1 1.322 1.672 1.154
H1 2.718 0.255 -0.333
H2 -2.277 -0.100 -0.815
N1 1.727 0.106 -0.452
C1 -1.217 -0.311 -0.685
H3 1.446 -0.807 -0.778
C2 0.925 0.773 0.434
H4 -1.115 0.987 1.097
C3 -0.521 0.348 0.450
H5 -0.679 -0.516 -1.608
H6 -1.549 -1.312 1.081
N2 -0.779 -1.095 0.455

Forces on the atoms, in the same order (eV/Å):
O -0.137 -0.272 -0.354
H -0.095 -0.009 -0.027
H 0.192 -0.014 0.065
N 0.086 0.006 0.171
C -0.068 0.101 -0.294
H -0.031 0.113 0.129
C 0.008 0.041 0.022
H 0.083 -0.132 -0.055
C -0.001 0.250 0.116
H -0.091 0.114 0.124
H 0.120 -0.002 -0.104
N -0.066 -0.194 0.205

## Properties
SMILES string: NC(=O)[C@H]1CN1
LUMO level: 0.03561 Ha
frontier orbital gap: 10.70 eV
2S+1: 1
energy relative to the best compared isomer or geometry (same formula, charge and spin): 122.0 kJ/mol
electronic energy: -8235.434 eV



[5]
This record from OMol25 describes a single C4H6N2O2 molecule in a non-equilibrium geometry. The level of theory is wB97M-V/def2-TZVPD.

Geometry (Å):
O1 -2.174 -0.174 0.020
H1 -1.065 1.683 -0.351
H2 -2.676 0.018 0.877
H3 0.328 1.836 0.861
H4 2.516 0.866 0.349
H5 0.585 2.093 -0.882
H6 -0.844 -2.956 -0.353
C1 1.277 -0.521 -0.043
O2 0.902 -1.764 -0.003
N1 2.503 -0.160 0.074
C2 -1.025 -0.758 0.039
N2 0.112 0.174 -0.201
C3 -0.431 -1.945 -0.212
C4 -0.009 1.608 -0.175

Forces on the atoms, in the same order (eV/Å):
O -4.193 0.885 0.899
H -0.441 1.244 0.114
H 1.546 -0.810 -1.522
H -0.561 1.018 -0.611
H 0.104 -1.547 -0.814
H 0.874 0.612 -1.258
H 0.579 0.733 0.355
C 0.236 2.483 0.000
O 0.928 -4.064 -1.144
N -0.532 1.476 0.757
C 4.362 0.724 -1.761
N -0.448 -0.568 0.655
C -2.083 -0.182 1.647
C -0.372 -2.004 2.683

## Properties
SMILES string: [H]/N=c1/occ(O)n1C
LUMO level: 0.00684 Ha
frontier orbital gap: 8.07 eV
2S+1: 1
energy relative to the best compared isomer or geometry (same formula, charge and spin): 294.0 kJ/mol
electronic energy: -11317.995 eV



[6]
This record from OMol25 describes a single C4H12N2 molecule in a non-equilibrium geometry. The level of theory is wB97M-V/def2-TZVPD.

Geometry (Å):
C1 -1.261 1.359 0.722
H1 -0.946 -1.095 0.886
N1 1.901 -0.961 1.091
H2 -1.145 0.959 1.784
N2 -0.236 0.620 -0.113
H3 0.762 -2.560 0.139
H4 1.553 -1.450 -0.925
C2 -0.165 1.050 -1.456
C3 1.008 -1.468 0.024
H5 -0.960 0.633 -2.079
H6 -0.114 2.140 -1.510
H7 -0.857 -1.255 -0.881
H8 -1.083 2.414 0.659
C4 -0.326 -0.820 0.011
H9 0.740 0.605 -1.948
H10 1.554 -1.325 2.016
H11 1.907 0.034 1.184
H12 -2.330 1.120 0.398

Forces on the atoms, in the same order (eV/Å):
C 0.012 -2.646 -0.081
H 0.552 0.141 -0.202
N -0.549 -2.179 1.290
H -0.162 0.847 -1.306
N -1.130 0.783 2.237
H 0.736 0.771 0.343
H -0.251 0.472 -0.038
C 1.087 -0.388 -1.324
C 0.834 -1.097 0.920
H -0.664 0.330 -0.120
H -0.047 -0.182 -0.193
H -0.072 0.295 0.504
H 0.087 0.487 0.097
C -1.387 0.231 -1.161
H -0.386 0.641 0.501
H 0.567 0.513 -1.286
H -0.318 0.615 -0.428
H 1.090 0.366 0.248

## Properties
SMILES string: CN(C)CCN
LUMO level: 0.03885 Ha
frontier orbital gap: 9.50 eV
2S+1: 1
energy relative to the best compared isomer or geometry (same formula, charge and spin): 112.0 kJ/mol
electronic energy: -7321.868 eV



[7]
This record from OMol25 describes 2 unconnected molecules or ions with the total composition CH4ClNS in a non-equilibrium geometry. The level of theory is wB97M-V/def2-TZVPD.

Geometry (Å):
S1 1.044 0.421 -1.936
H1 -1.714 0.136 0.447
H2 1.127 -3.224 0.533
C1 -0.738 0.197 0.065
N1 -0.452 0.390 -1.227
Cl1 0.627 -2.884 -0.673
H3 -1.129 0.132 -1.913
H4 0.108 0.010 0.715

Forces on the atoms, in the same order (eV/Å):
S 0.701 0.346 -0.199
H -1.248 -0.099 -0.049
H -0.712 0.432 -1.667
C 1.877 0.270 -2.442
N -0.086 -1.605 2.856
Cl 0.718 -0.525 1.712
H -1.232 0.664 -0.192
H -0.017 0.518 -0.018

## Properties
SMILES string: C=[NH+][S-].Cl
LUMO level: -0.00699 Ha
frontier orbital gap: 7.80 eV
2S+1: 1
energy relative to the best compared isomer or geometry (same formula, charge and spin): 145.7 kJ/mol
electronic energy: -25947.793 eV



[8]
This record from OMol25 describes 3 unconnected molecules or ions with the total composition C22H56N2O6P in a non-equilibrium geometry. The level of theory is wB97M-V/def2-TZVPD.

Geometry (Å):
H1 1.644 1.611 -3.708
H2 -4.316 0.406 9.080
H3 4.310 1.050 -7.779
C1 4.263 2.230 -4.657
C2 -1.191 -2.494 -2.826
O1 5.111 0.355 -5.991
H4 3.733 1.471 -4.078
C3 -2.048 -1.063 4.998
H5 -1.052 -2.768 -1.688
O2 -3.336 1.103 7.370
H6 -2.654 -1.472 4.186
H7 1.122 -0.783 -6.160
H8 -4.387 -3.701 -2.779
H9 -3.557 -0.848 8.051
H10 -2.208 0.506 -4.119
H11 -2.969 -0.341 -2.621
H12 -4.024 -2.091 -1.861
C4 1.233 -2.984 1.060
H13 -0.747 -1.438 2.288
H14 5.107 -0.523 -7.838
H15 -2.061 1.424 1.493
H16 0.165 -0.683 -2.452
H17 -5.027 -0.037 7.513
H18 -0.574 -0.972 -0.399
H19 2.237 -1.216 2.192
H20 6.098 0.949 -7.736
H21 -0.071 1.661 8.034
O3 -0.764 -1.665 4.943
H22 1.521 3.598 -6.066
O4 0.711 1.110 -5.505
H23 3.285 2.172 -6.449
H24 2.348 -3.964 -0.386
C5 0.360 -0.960 7.064
H25 -1.999 2.831 -0.331
H26 0.386 -3.114 0.231
C6 -0.038 -0.645 1.794
H27 -2.334 1.406 9.198
C7 -0.732 -0.955 -3.185
C8 5.490 1.547 -5.293
H28 2.259 0.442 -6.693
H29 2.159 4.016 -4.482
C9 -0.892 1.103 7.572
H30 -2.543 -1.334 5.932
H31 6.155 1.227 -4.480
H32 1.764 -0.860 0.392
H33 1.022 -3.656 2.006
O5 -2.531 -2.805 -3.364
C10 -3.508 -3.059 -2.294
C11 1.179 2.089 -4.576
H34 -3.041 -3.631 -1.378
H35 0.276 2.579 -4.192
H36 1.319 -0.547 7.393
C12 -1.970 0.156 -3.003
C13 -4.085 0.104 8.051
H37 -1.580 -0.817 7.638
P1 -2.467 0.439 0.492
H38 4.599 3.013 -3.970
C14 1.393 -1.387 1.392
H39 -0.255 -0.892 -4.277
H40 1.215 -1.318 5.137
H41 -3.482 2.024 -1.178
H42 -2.912 -0.575 -0.457
C15 -2.363 1.814 -0.818
N1 3.396 2.826 -5.680
O6 2.511 -3.481 0.484
H43 -2.257 2.706 8.005
H44 0.360 -2.020 7.346
H45 -1.647 2.408 -2.893
H46 -2.602 -0.550 1.537
C16 1.662 0.111 -5.842
H47 -0.886 1.313 6.500
H48 2.302 -0.158 -4.997
H49 6.055 2.237 -5.925
H50 0.100 0.825 0.057
C17 -1.496 1.478 -2.159
N2 -0.714 -0.328 7.840
C18 2.058 3.195 -5.199
C19 -2.235 1.615 8.129
C20 0.284 -0.886 5.522
H51 -3.845 0.848 0.751
H52 0.261 0.142 5.145
C21 5.162 0.482 -7.408
H53 -0.331 1.403 -2.003
C22 -0.629 -0.051 0.348
H54 -0.432 -3.203 -3.415
H55 -2.006 0.024 4.879
H56 0.180 0.226 2.549

Forces on the atoms, in the same order (eV/Å):
H 0.115 -0.111 -0.090
H 0.073 -0.059 -0.047
H -0.010 0.189 -0.204
C 0.236 -0.159 -0.785
C 1.477 -0.033 -1.055
O 0.321 0.444 -0.473
H 0.115 -0.088 0.185
C -0.036 -0.286 -0.196
H -0.700 0.796 -2.151
O -0.030 -0.181 0.747
H 0.198 0.077 -0.064
H -0.086 0.081 0.082
H 2.017 1.199 1.008
H 0.018 -0.191 0.195
H 0.448 -0.704 2.374
H 2.364 1.063 -0.524
H 1.326 -1.675 -0.907
C -0.316 0.454 -0.525
H 1.261 1.681 -0.967
H 0.007 0.096 0.156
H 0.288 0.312 0.584
H -1.928 -0.552 -1.411
H 0.170 0.097 0.001
H 0.231 1.894 1.214
H -1.603 -0.537 -1.386
H -0.111 0.026 0.019
H 0.000 -0.011 0.020
O 0.390 0.426 0.362
H -0.019 -0.028 0.163
O 0.410 0.121 0.256
H 0.043 0.105 0.234
H 0.040 1.135 1.936
C -0.381 -0.123 -0.188
H -0.499 -2.006 -0.954
H 1.573 0.275 2.029
C 0.836 -0.350 -1.092
H -0.050 -0.218 -0.041
C 0.101 0.007 0.537
C -0.497 -0.118 0.781
H 0.262 -0.123 0.037
H 0.003 -0.091 0.085
C -0.663 -0.363 0.316
H -0.144 0.199 0.120
H -0.091 0.054 -0.112
H -0.631 -1.262 2.099
H 0.143 1.566 -1.811
O 0.437 -0.049 2.590
C -1.284 -0.245 0.194
C -0.326 0.429 -0.237
H -0.815 0.991 -1.872
H 0.114 -0.131 -0.091
H 0.003 0.093 -0.067
C 0.300 -0.109 -1.414
C -0.059 0.357 -0.373
H 0.191 0.177 -0.018
P -0.061 0.805 0.887
H -0.006 -0.005 -0.019
C 0.080 0.148 -0.334
H -1.394 -0.258 2.365
H -0.122 -0.014 0.023
H 2.227 -0.438 0.587
H -0.013 -0.060 -0.488
C -0.333 1.303 -2.110
N 0.080 -0.135 0.142
O -1.170 -0.485 -1.119
H 0.012 -0.145 0.021
H 0.077 0.107 -0.099
H 0.398 -1.853 1.422
H -0.142 -0.468 0.406
C -0.362 0.131 -0.129
H -0.019 0.215 -0.055
H 0.035 0.089 -0.060
H -0.157 -0.030 -0.166
H -1.320 -1.721 0.322
C -0.239 0.960 -0.965
N 0.006 0.163 -0.102
C -0.072 -0.384 -0.222
C 0.495 0.211 -0.736
C 0.070 -0.524 0.043
H -0.456 -0.130 -0.094
H -0.200 0.045 0.051
C 0.039 -0.350 0.368
H -2.340 0.151 0.008
C 1.766 -1.452 0.968
H -1.575 1.329 1.208
H 0.001 -0.075 0.042
H -0.540 -1.671 -1.430

## Properties
LUMO level: 0.08890 Ha
frontier orbital gap: 5.78 eV
2S+1: 1
electronic energy: -48265.379 eV
net charge: -1